Record 1
Below is a structure of composition C9H28FO5S4Zr in a non-equilibrium geometry, with properties calculated with ωB97M-V/def2-TZVPD.

Element x y z (Å)
Zr: -1.166 -0.947 -0.217
F: 0.493 0.122 0.002
C: 3.225 2.657 0.476
O: 3.041 1.257 0.725
H: 2.589 3.244 1.144
H: 4.248 2.921 0.723
H: 3.041 2.876 -0.577
H: 2.149 1.021 0.473
C: -0.208 -0.466 3.906
S: 0.035 -2.002 3.051
O: -0.506 -1.803 1.620
C: 1.807 -1.944 2.922
H: -1.267 -0.419 4.162
H: 0.051 0.377 3.268
H: 0.364 -0.441 4.832
H: 2.243 -2.254 3.871
H: 2.114 -0.928 2.665
H: 2.156 -2.601 2.129
C: 1.762 -2.576 -2.926
S: 1.872 -2.636 -1.147
O: 0.416 -2.411 -0.647
C: 2.081 -4.393 -0.986
H: 0.875 -3.169 -3.172
H: 2.603 -3.077 -3.399
H: 1.595 -1.552 -3.244
H: 2.253 -4.682 0.046
H: 2.884 -4.740 -1.636
H: 1.161 -4.852 -1.354
C: -2.255 1.099 -3.785
S: -1.447 1.917 -2.431
O: -1.621 1.013 -1.170
C: 0.236 1.709 -2.952
H: -3.289 0.941 -3.477
H: -1.799 0.145 -4.049
H: -2.206 1.783 -4.635
H: 0.525 2.457 -3.689
H: 0.372 0.690 -3.315
H: 0.883 1.836 -2.081
C: -4.318 1.471 1.087
S: -2.907 1.230 2.122
O: -1.933 0.309 1.327
C: -2.180 2.838 1.946
H: -4.902 0.552 0.998
H: -4.007 1.746 0.081
H: -4.991 2.203 1.535
H: -1.252 2.827 2.516
H: -2.849 3.592 2.360
H: -1.971 3.060 0.901

Max |F|, eV Å⁻¹: 7.189
E_tot, Ha: -2474.6198
Total charge: +3
Orbital gap, eV: 6.27

Atom charges from the Mulliken analysis, given in e for atoms 1 to 2: 1.897 -0.319

=====

Record 2
Below is a cluster of 6 separate species, C9H28N3O8 in total in a non-equilibrium geometry, with properties calculated with ωB97M-V/def2-TZVPD.

Element x y z (Å)
N: 20.760 17.422 16.342
O: 19.633 17.308 16.765
O: 21.023 17.065 15.203
O: 21.557 18.141 16.901
C: 20.969 14.693 12.469
O: 20.191 14.978 13.629
H: 20.517 13.762 12.127
H: 20.920 15.452 11.689
H: 21.980 14.448 12.797
H: 20.608 15.699 14.106
C: 23.210 20.654 15.735
O: 23.623 19.955 16.912
H: 22.215 21.077 15.874
H: 23.961 21.427 15.570
H: 23.195 19.988 14.872
H: 22.982 19.260 17.080
C: 24.640 16.445 15.186
O: 25.850 16.389 14.892
N: 24.288 17.040 16.251
N: 23.590 15.929 14.600
H: 23.316 17.294 16.355
H: 25.111 17.477 16.640
H: 23.651 15.350 13.775
H: 22.696 16.321 14.859
C: 22.277 18.211 12.368
C: 22.150 18.403 10.879
C: 23.226 19.312 10.298
O: 22.276 17.067 10.316
H: 21.387 17.663 12.678
H: 22.199 19.127 12.953
H: 23.214 17.737 12.660
H: 21.221 18.944 10.704
H: 23.125 20.292 10.764
H: 23.215 19.456 9.217
H: 24.193 18.909 10.599
H: 22.143 17.235 9.380
C: 19.894 15.008 20.410
C: 18.519 15.314 19.830
C: 17.432 14.851 20.839
O: 18.384 16.689 19.568
H: 19.983 15.564 21.343
H: 20.654 15.454 19.769
H: 20.043 13.938 20.556
H: 18.364 14.720 18.930
H: 16.452 15.276 20.623
H: 17.625 15.115 21.878
H: 17.272 13.773 20.810
H: 18.802 16.847 18.718

Max |F|, eV Å⁻¹: 5.138
E_tot, Ha: -1125.6105
⟨S²⟩: 0.7561
2S+1: 2
Total charge: 0
Orbital gap (alpha / beta), eV: 8.51 / 3.30

Atom charges from the Mulliken analysis, given in e for atoms 1 to 2: 0.987 -0.516

=====

Record 3
Below is a cluster of 7 separate species, C9H29F3N10O8 in total in a non-equilibrium geometry, with properties calculated with ωB97M-V/def2-TZVPD.

Element x y z (Å)
O: 0.162 0.193 -1.237
H: -0.228 0.693 -0.516
H: -0.431 -0.504 -1.526
H: 0.993 -0.184 -0.938
C: -0.982 0.336 2.248
O: -0.900 -1.009 1.909
O: -0.884 1.069 1.044
C: -2.315 0.672 3.062
F: -3.424 0.348 2.425
F: -2.429 0.009 4.217
F: -2.334 1.960 3.515
C: -0.188 -1.878 2.857
C: 0.539 -3.064 2.001
H: -0.280 -3.759 1.812
H: 0.998 -2.590 1.134
H: 1.246 -3.460 2.730
H: -0.827 -2.293 3.636
H: 0.669 -1.395 3.327
H: -0.139 0.536 2.910
C: 2.910 -2.347 -0.869
O: 2.574 -1.186 -0.949
N: 2.564 -3.294 -1.736
N: 3.422 -2.921 0.133
H: 2.132 -3.111 -2.630
H: 2.962 -4.220 -1.796
H: 3.373 -2.288 0.918
H: 3.274 -3.920 0.108
C: -3.344 1.596 -1.865
O: -4.149 1.331 -2.744
N: -2.364 2.432 -2.023
N: -3.288 1.033 -0.750
H: -2.244 2.895 -2.912
H: -1.988 2.688 -1.121
H: -3.953 0.273 -0.738
H: -2.495 1.257 -0.165
C: 1.096 3.702 -1.986
O: 1.573 2.638 -1.678
N: 0.362 4.471 -1.248
N: 1.212 4.259 -3.133
H: 0.187 4.136 -0.311
H: 0.195 5.406 -1.592
H: 1.665 3.907 -3.964
H: 0.553 5.022 -3.187
C: -2.106 -2.624 -1.102
O: -1.345 -1.921 -1.712
N: -2.422 -2.636 0.179
N: -2.944 -3.579 -1.590
H: -1.842 -2.054 0.765
H: -3.023 -3.259 0.699
H: -3.269 -3.604 -2.546
H: -3.518 -4.110 -0.951
C: 3.419 2.021 1.287
O: 4.106 2.536 2.121
N: 2.135 2.375 1.174
N: 3.853 1.175 0.492
H: 1.696 1.821 0.452
H: 1.674 2.949 1.865
H: 3.373 0.698 -0.258
H: 4.739 0.768 0.756

Max |F|, eV Å⁻¹: 8.804
E_tot, Ha: -1809.4358
Total charge: 0
Orbital gap, eV: 8.56

Atom charges from the Mulliken analysis, given in e for atoms 1 to 2: 0.096 0.165

=====

Record 4
Below is a cluster of 6 separate species, C9H29NO6 in total in a non-equilibrium geometry, with properties calculated with ωB97M-V/def2-TZVPD.

Element x y z (Å)
O: -0.899 -3.642 -3.417
H: -0.641 -4.435 -2.947
H: -0.228 -3.532 -4.091
O: -3.823 -1.974 -2.171
H: -2.996 -2.293 -2.532
H: -4.408 -1.914 -2.927
O: -4.018 -4.544 -5.966
H: -3.192 -4.561 -5.484
H: -4.546 -3.886 -5.514
O: -3.149 0.521 0.533
H: -3.232 -0.103 -0.189
H: -2.225 0.771 0.529
O: -6.450 -1.851 -4.745
H: -6.585 -1.266 -5.490
H: -7.316 -1.935 -4.346
C: 2.791 -0.385 0.346
C: 1.684 -0.127 1.415
C: 2.208 -0.153 2.888
C: 2.900 1.068 3.340
C: 1.954 2.307 3.120
C: 1.495 2.444 1.629
N: 1.014 1.120 1.105
O: 0.597 1.133 -0.265
C: 0.239 3.435 1.569
C: 2.712 2.976 0.895
C: 0.618 -1.237 1.374
H: 3.597 -0.946 0.819
H: 3.203 0.490 -0.157
H: 2.280 -1.016 -0.382
H: 1.541 -0.410 3.710
H: 3.055 -0.834 2.976
H: 3.839 1.244 2.815
H: 3.189 1.004 4.389
H: 2.547 3.179 3.396
H: 1.058 2.217 3.734
H: 0.407 4.305 2.203
H: 0.185 3.687 0.510
H: -0.667 2.898 1.849
H: 2.453 3.001 -0.164
H: 2.925 3.982 1.255
H: 3.618 2.390 1.048
H: 0.929 -2.277 1.471
H: 0.037 -1.233 0.451
H: -0.110 -0.974 2.141
H: 1.413 1.353 -0.722

Max |F|, eV Å⁻¹: 2.883
E_tot, Ha: -866.4268
SMILES: CC1(C)CCCC(C)(C)N1O.O.O.O.O.O
Total charge: 0
Orbital gap, eV: 8.74

Atom charges from the Mulliken analysis, given in e for atoms 1 to 2: -0.621 0.317

=====

Record 5
Below is a cluster of 6 separate species, C9H30N2O7 in total in a non-equilibrium geometry, with properties calculated with ωB97M-V/def2-TZVPD.

Element x y z (Å)
N: 19.812 -1.399 5.275
H: 18.833 -1.218 5.102
H: 19.966 -1.613 6.250
H: 20.560 -0.783 4.990
H: 20.171 -2.194 4.766
N: 22.206 -4.935 1.997
O: 21.818 -5.145 0.860
O: 21.451 -4.255 2.725
O: 23.200 -5.357 2.476
C: 23.534 0.261 2.875
C: 22.593 1.541 2.920
C: 21.330 1.274 2.111
O: 22.135 1.555 4.226
H: 23.639 -0.049 1.835
H: 23.174 -0.606 3.428
H: 24.523 0.423 3.304
H: 23.026 2.495 2.619
H: 21.656 1.452 1.086
H: 20.534 1.992 2.308
H: 20.962 0.256 2.234
H: 22.834 1.449 4.875
C: 14.289 0.810 7.897
C: 15.476 0.635 6.953
C: 16.331 1.927 6.668
O: 16.338 -0.328 7.442
H: 14.677 1.253 8.814
H: 13.817 -0.148 8.113
H: 13.575 1.485 7.425
H: 15.146 0.346 5.955
H: 16.904 1.916 5.741
H: 16.897 2.159 7.570
H: 15.638 2.751 6.498
H: 15.864 -0.709 8.185
C: 15.468 -5.902 3.701
C: 16.299 -4.966 4.591
C: 17.350 -5.749 5.346
O: 16.823 -3.919 3.769
H: 16.018 -6.108 2.782
H: 14.523 -5.437 3.424
H: 15.211 -6.868 4.136
H: 15.707 -4.425 5.330
H: 16.899 -6.582 5.885
H: 17.930 -5.261 6.129
H: 18.015 -6.197 4.607
H: 17.123 -4.333 2.957
O: 21.004 -2.840 8.277
H: 20.792 -3.056 9.184
H: 21.703 -3.450 8.042

Max |F|, eV Å⁻¹: 4.515
E_tot, Ha: -996.8505
Total charge: 0
Orbital gap, eV: 5.71

Atom charges from the Mulliken analysis, given in e for atoms 1 to 2: -0.291 0.349